Record 1
Here is C17H26BeCaClF2KLi2N3O18PS4 as an isolated structure from OMol25. Energies are from ωB97M-V/def2-TZVPD.

Values from the calculation:
Net charge: +2
Frontier orbital gap in Ha: 0.0376
Relative energy (zero: lowest compared OMol25 entry of this formula, charge and spin) in kJ/mol: 0.0
Total energy in hartree: -6082.23875

The geometry in XYZ format:
```
77
Properties=species:S:1:pos:R:3:lowdin_charge:R:1
C 2.84 0.32 -0.96 -0.09
C 1.59 0.74 -1.73 -0.24
C 0.84 1.79 -0.94 -0.24
N -0.34 2.32 -1.64 0.03
C -1.51 1.54 -1.42 -0.34
C -2.27 1.60 -0.31 -0.09
C -3.45 0.74 -0.18 -0.28
C -4.21 0.84 1.05 -0.55
O -3.64 0.92 2.14 0.06
O -5.54 0.82 1.01 0.16
C -3.75 -0.13 -1.26 -0.28
C -4.91 -1.13 -1.27 -0.07
C -4.25 -2.48 -1.33 -0.65
O -4.40 -3.37 -2.06 -0.05
Cl -2.97 -2.58 0.05 0.50
C -2.96 -0.16 -2.35 -0.03
N -1.83 0.69 -2.44 0.11
H 3.62 -0.07 -1.60 0.04
H 2.56 -0.42 -0.21 0.07
H 3.21 1.18 -0.42 0.07
H 1.86 1.14 -2.70 0.11
H 0.96 -0.13 -1.85 0.10
H 0.58 1.33 0.03 0.10
H 1.50 2.62 -0.71 0.12
H -0.55 3.23 -1.26 0.13
H -1.98 2.28 0.48 0.14
H -5.88 1.27 0.23 0.14
H -5.45 -0.98 -2.19 0.15
H -5.56 -1.08 -0.41 0.14
H -3.14 -0.83 -3.17 0.14
H -1.25 0.64 -3.26 0.15
N 7.76 -2.35 -1.83 -0.29
S 7.13 -0.94 -2.21 0.49
O 7.85 0.21 -1.77 -0.28
O 5.70 -0.90 -2.13 -0.30
F 7.42 -0.95 -3.75 -0.17
S 7.73 -2.67 -0.28 0.44
O 8.57 -3.76 0.01 -0.23
O 6.41 -2.65 0.34 -0.37
F 8.45 -1.45 0.36 -0.12
O -6.56 -1.02 6.34 -0.16
P -5.51 -0.47 5.39 -0.15
O -4.43 0.21 6.21 -0.18
O -6.23 0.50 4.44 -0.19
O -4.86 -1.55 4.55 -0.23
Li 5.62 -3.78 -0.92 0.83
C 8.34 3.12 -6.34 -0.26
S 7.53 2.05 -5.11 0.87
O 6.11 2.00 -5.46 -0.47
C 7.68 3.21 -3.72 -0.33
H 8.32 2.61 -7.30 0.07
H 7.79 4.07 -6.43 0.03
H 9.38 3.28 -6.04 0.04
H 7.19 4.13 -3.97 -0.19
H 8.74 3.39 -3.51 0.08
H 7.21 2.76 -2.85 0.08
O -11.93 -2.09 2.96 0.10
C -11.25 -1.70 3.87 -0.50
O -10.04 -2.22 4.14 0.03
C -9.50 -1.63 5.35 -0.14
C -10.24 -0.31 5.51 -0.15
C -11.60 -0.63 4.89 -0.08
H -9.69 -2.32 6.18 0.13
H -8.43 -1.50 5.25 0.08
H -10.28 0.03 6.54 0.12
H -9.74 0.46 4.92 0.12
H -12.29 -1.06 5.62 0.13
H -12.06 0.23 4.41 0.12
Ca -1.64 -0.54 0.97 1.41
O 8.54 -3.46 2.31 -0.16
S 8.21 -3.04 3.67 0.31
O 7.40 -4.07 4.31 -0.08
O 7.47 -1.78 3.64 -0.12
O 9.45 -2.85 4.44 -0.07
K 7.08 5.72 -3.86 1.01
Li 9.99 5.73 -6.14 0.82
Be -2.54 -4.68 -2.29 0.36
```

Record 2
Here is a 6-piece molecular cluster, C17H26Br10FNO5 overall from OMol25. Energies are from ωB97M-V/def2-TZVPD.

Values from the calculation:
Net charge: 0
Frontier orbital gap in Ha: 0.2895
Total energy in hartree: -26933.97724

The geometry in XYZ format:
```
60
Properties=species:S:1:pos:R:3:nbo_charge:R:1
O 2.87 -1.51 -2.59 -0.28
N 2.73 -0.60 -3.40 0.41
O 1.44 -0.15 -3.40 -0.39
C 1.29 0.49 -2.09 -0.15
C 0.23 1.74 -2.04 -0.10
C -1.19 1.67 -1.58 -0.02
C -2.09 0.37 -1.04 -0.50
C -3.12 0.02 -2.32 0.04
F -2.33 -0.89 -3.20 -0.40
C -1.85 3.19 -1.68 0.76
O -3.13 3.40 -1.34 -0.52
O -0.81 4.13 -2.12 -0.51
C 0.44 3.35 -2.42 0.77
O 1.61 3.84 -2.91 -0.52
H 0.92 -0.32 -1.31 0.23
H 2.35 0.94 -1.81 0.23
H -1.44 -0.59 -0.86 0.25
H -2.67 0.60 -0.05 0.28
H -4.14 -0.43 -1.96 0.21
H -3.27 1.02 -2.94 0.20
Br 3.94 -1.89 -7.32 -0.02
C 3.83 0.05 -7.49 -0.45
C 4.93 0.73 -6.71 -0.46
Br 4.54 0.74 -4.80 0.00
H 2.82 0.34 -7.17 0.23
H 3.94 0.25 -8.56 0.23
H 5.00 1.79 -6.99 0.23
H 5.91 0.26 -6.83 0.23
Br -5.02 0.99 0.91 -0.02
C -4.89 1.91 2.62 -0.44
C -4.23 1.05 3.67 -0.47
Br -5.46 -0.31 4.34 -0.03
H -5.90 2.23 2.89 0.23
H -4.28 2.80 2.42 0.24
H -3.96 1.64 4.54 0.23
H -3.35 0.52 3.30 0.23
Br -3.53 -2.01 6.92 0.00
C -1.75 -2.57 6.36 -0.46
C -1.17 -1.62 5.35 -0.45
Br -1.96 -1.89 3.59 -0.01
H -1.84 -3.60 5.99 0.24
H -1.15 -2.57 7.28 0.23
H -0.10 -1.80 5.21 0.23
H -1.32 -0.56 5.60 0.22
Br -2.33 2.76 5.26 0.01
C -0.55 2.20 4.70 -0.45
C 0.03 3.16 3.68 -0.45
Br -0.76 2.88 1.92 -0.01
H -0.64 1.17 4.33 0.23
H 0.05 2.20 5.62 0.24
H 1.10 2.97 3.55 0.24
H -0.12 4.21 3.94 0.24
Br 5.71 -3.72 -0.39 -0.02
C 4.48 -5.07 -1.09 -0.45
C 3.05 -4.62 -0.96 -0.45
Br 2.41 -4.79 0.88 -0.02
H 4.70 -6.00 -0.55 0.23
H 4.76 -5.19 -2.14 0.23
H 2.39 -5.27 -1.55 0.23
H 2.89 -3.58 -1.26 0.24
```

Record 3
Here is a 10-piece molecular cluster, C17H26Cl27N3O4 overall from OMol25. Energies are from ωB97M-V/def2-TZVPD.

Values from the calculation:
Net charge: 0
Frontier orbital gap in Ha: 0.3447
Total energy in hartree: -13553.69340

The geometry in XYZ format:
```
77
Properties=species:S:1:pos:R:3:lowdin_charge:R:1
C 4.72 0.58 0.32 -0.08
N 3.94 -0.66 0.20 -0.13
C 4.22 -1.36 -1.06 -0.14
C 2.57 -0.56 0.45 -0.41
O 1.88 -1.57 0.55 0.07
C 1.88 0.79 0.56 -0.12
N 2.10 1.57 -0.69 0.09
C 0.99 1.48 -1.58 -0.51
O 1.14 1.18 -2.76 0.11
O -0.20 1.77 -1.04 0.03
C -1.29 1.05 -1.63 -0.10
C -2.48 0.98 -0.67 -0.35
O -2.05 1.14 0.67 -0.10
C -3.25 -0.31 -0.88 -0.27
N -2.51 -1.48 -0.39 0.04
H 5.72 0.31 0.65 0.09
H 4.83 1.08 -0.64 0.08
H 4.32 1.24 1.08 0.08
H 5.13 -1.92 -0.95 0.02
H 3.40 -2.02 -1.29 -0.01
H 4.30 -0.66 -1.90 0.09
H 2.24 1.38 1.39 0.10
H 0.84 0.61 0.75 0.09
H 2.19 2.54 -0.41 0.14
H -0.97 0.05 -1.92 0.12
H -1.61 1.58 -2.52 0.14
H -3.12 1.83 -0.92 0.14
H -2.85 1.22 1.20 -0.01
H -3.51 -0.39 -1.94 0.05
H -4.19 -0.28 -0.33 0.08
H -1.67 -1.61 -0.93 0.06
H -3.07 -2.30 -0.61 0.06
C -6.41 -0.34 -3.14 -1.55
Cl -5.01 0.28 -4.02 0.55
Cl -7.82 -0.42 -4.19 0.54
Cl -6.07 -1.92 -2.44 0.54
H -6.63 0.35 -2.33 0.01
C -5.27 1.69 3.62 -1.53
Cl -6.74 0.93 4.26 0.52
Cl -3.84 1.08 4.45 0.55
Cl -5.15 1.40 1.87 0.59
H -5.32 2.75 3.78 -0.04
C 0.35 2.33 4.54 -1.53
Cl -0.53 1.66 5.91 0.50
Cl -0.41 1.87 3.01 0.60
Cl 0.48 4.08 4.67 0.52
H 1.35 1.91 4.55 0.01
C -7.85 5.78 4.77 -1.54
Cl -7.54 4.07 4.41 0.54
Cl -7.44 6.14 6.44 0.53
Cl -6.96 6.82 3.66 0.53
H -8.91 5.96 4.63 0.01
C 1.84 -4.78 -3.25 -1.53
Cl 2.74 -3.26 -3.16 0.60
Cl 0.22 -4.58 -2.59 0.53
Cl 1.76 -5.36 -4.92 0.54
H 2.36 -5.52 -2.66 0.01
C 0.76 2.40 10.02 -1.55
Cl 1.77 0.99 10.34 0.52
Cl 1.13 3.10 8.44 0.50
Cl -0.95 1.97 10.11 0.52
H 0.96 3.14 10.78 0.01
C 0.76 -8.93 -4.79 -1.57
Cl 0.80 -8.52 -3.07 0.52
Cl 2.23 -9.78 -5.27 0.53
Cl -0.67 -9.88 -5.17 0.53
H 0.71 -8.00 -5.35 -0.03
C 7.94 -2.47 -3.03 -1.54
Cl 6.27 -2.99 -2.81 0.57
Cl 8.95 -3.03 -1.69 0.53
Cl 8.58 -3.04 -4.57 0.53
H 7.96 -1.39 -3.03 0.01
C 3.12 3.22 -5.03 -1.56
Cl 3.37 1.81 -6.06 0.53
Cl 4.61 3.68 -4.21 0.51
Cl 2.48 4.57 -5.97 0.52
H 2.38 2.95 -4.28 -0.02
```

Record 4
Here is a 11-piece molecular cluster, C17H26Cl30NS overall from OMol25. Energies are from ωB97M-V/def2-TZVPD.

Values from the calculation:
Net charge: -1
Frontier orbital gap in Ha: 0.1317
Total energy in hartree: -14921.97075

The geometry in XYZ format:
```
75
Properties=species:S:1:pos:R:3:lowdin_charge:R:1
C 1.83 -4.85 0.82 -0.10
C 1.61 -3.62 -0.09 -0.27
C 0.81 -2.47 0.56 -0.23
C 1.15 -1.08 -0.02 -0.21
C 1.39 0.01 1.04 -0.22
C 2.19 1.20 0.48 -0.23
C 1.84 2.57 1.11 -0.48
N 1.46 3.61 0.19 -0.61
S 2.81 4.25 -0.60 0.46
H 2.87 -5.17 0.79 0.06
H 1.55 -4.64 1.85 0.05
H 1.24 -5.70 0.48 0.06
H 1.07 -3.93 -0.98 0.03
H 2.58 -3.25 -0.43 0.10
H -0.23 -2.66 0.31 0.04
H 0.94 -2.47 1.64 0.08
H 0.34 -0.73 -0.66 0.11
H 2.04 -1.13 -0.66 0.10
H 1.94 -0.44 1.88 0.11
H 0.44 0.38 1.43 0.08
H 3.26 0.96 0.58 0.10
H 1.95 1.30 -0.58 0.06
H 2.71 2.88 1.74 0.07
H 0.98 2.43 1.78 0.04
H 3.83 4.14 0.29 -0.18
C -1.31 5.74 -2.41 -1.54
Cl -1.87 5.81 -4.11 0.48
Cl 0.23 4.95 -2.26 0.56
Cl -1.28 7.37 -1.73 0.51
H -2.04 5.17 -1.86 -0.01
C -1.34 -2.51 4.25 -1.57
Cl -1.85 -3.78 3.15 0.51
Cl 0.33 -2.74 4.80 0.54
Cl -1.54 -0.92 3.52 0.51
H -1.97 -2.55 5.13 -0.09
C 3.43 2.58 -3.76 -1.56
Cl 2.96 2.32 -5.45 0.47
Cl 3.60 1.04 -2.93 0.53
Cl 4.92 3.52 -3.68 0.51
H 2.66 3.15 -3.26 -0.05
C -4.58 -1.72 6.97 -1.52
Cl -4.65 -2.78 5.56 0.56
Cl -5.01 -2.60 8.44 0.51
Cl -2.98 -1.00 7.14 0.56
H -5.29 -0.93 6.83 0.01
C -2.38 -5.53 11.07 -1.56
Cl -2.87 -7.15 10.55 0.52
Cl -2.42 -4.40 9.73 0.51
Cl -3.40 -4.97 12.40 0.52
H -1.36 -5.60 11.43 0.01
C -1.71 3.99 2.81 -1.55
Cl -2.09 3.77 1.11 0.53
Cl -1.53 2.42 3.62 0.49
Cl -0.28 4.98 3.03 0.55
H -2.55 4.50 3.28 0.00
C 3.19 4.92 -8.98 -1.56
Cl 3.39 5.38 -7.30 0.53
Cl 4.48 5.60 -9.98 0.51
Cl 3.13 3.16 -9.16 0.51
H 2.26 5.32 -9.34 0.00
C 1.85 -6.17 -3.89 -1.55
Cl 0.26 -6.95 -3.96 0.51
Cl 1.70 -4.45 -3.60 0.56
Cl 2.86 -6.94 -2.66 0.52
H 2.33 -6.32 -4.85 0.01
C -3.54 -3.37 -0.74 -1.54
Cl -3.55 -2.23 0.61 0.52
Cl -1.99 -3.35 -1.57 0.57
Cl -3.95 -5.01 -0.19 0.51
H -4.30 -3.06 -1.44 0.01
C -2.55 5.89 -7.77 -1.58
Cl -3.08 5.14 -9.28 0.51
Cl -0.79 5.97 -7.69 0.52
Cl -3.27 7.48 -7.57 0.52
H -2.88 5.26 -6.95 -0.01
```

- The highest frontier orbital gap belongs to which entry?
  C17H26Cl27N3O4

Please write out number 3 again, unchanged.
Here is a 10-piece molecular cluster, C17H26Cl27N3O4 overall from OMol25. Energies are from ωB97M-V/def2-TZVPD.

Values from the calculation:
Net charge: 0
Frontier orbital gap in Ha: 0.3447
Total energy in hartree: -13553.69340

The geometry in XYZ format:
```
77
Properties=species:S:1:pos:R:3:lowdin_charge:R:1
C 4.72 0.58 0.32 -0.08
N 3.94 -0.66 0.20 -0.13
C 4.22 -1.36 -1.06 -0.14
C 2.57 -0.56 0.45 -0.41
O 1.88 -1.57 0.55 0.07
C 1.88 0.79 0.56 -0.12
N 2.10 1.57 -0.69 0.09
C 0.99 1.48 -1.58 -0.51
O 1.14 1.18 -2.76 0.11
O -0.20 1.77 -1.04 0.03
C -1.29 1.05 -1.63 -0.10
C -2.48 0.98 -0.67 -0.35
O -2.05 1.14 0.67 -0.10
C -3.25 -0.31 -0.88 -0.27
N -2.51 -1.48 -0.39 0.04
H 5.72 0.31 0.65 0.09
H 4.83 1.08 -0.64 0.08
H 4.32 1.24 1.08 0.08
H 5.13 -1.92 -0.95 0.02
H 3.40 -2.02 -1.29 -0.01
H 4.30 -0.66 -1.90 0.09
H 2.24 1.38 1.39 0.10
H 0.84 0.61 0.75 0.09
H 2.19 2.54 -0.41 0.14
H -0.97 0.05 -1.92 0.12
H -1.61 1.58 -2.52 0.14
H -3.12 1.83 -0.92 0.14
H -2.85 1.22 1.20 -0.01
H -3.51 -0.39 -1.94 0.05
H -4.19 -0.28 -0.33 0.08
H -1.67 -1.61 -0.93 0.06
H -3.07 -2.30 -0.61 0.06
C -6.41 -0.34 -3.14 -1.55
Cl -5.01 0.28 -4.02 0.55
Cl -7.82 -0.42 -4.19 0.54
Cl -6.07 -1.92 -2.44 0.54
H -6.63 0.35 -2.33 0.01
C -5.27 1.69 3.62 -1.53
Cl -6.74 0.93 4.26 0.52
Cl -3.84 1.08 4.45 0.55
Cl -5.15 1.40 1.87 0.59
H -5.32 2.75 3.78 -0.04
C 0.35 2.33 4.54 -1.53
Cl -0.53 1.66 5.91 0.50
Cl -0.41 1.87 3.01 0.60
Cl 0.48 4.08 4.67 0.52
H 1.35 1.91 4.55 0.01
C -7.85 5.78 4.77 -1.54
Cl -7.54 4.07 4.41 0.54
Cl -7.44 6.14 6.44 0.53
Cl -6.96 6.82 3.66 0.53
H -8.91 5.96 4.63 0.01
C 1.84 -4.78 -3.25 -1.53
Cl 2.74 -3.26 -3.16 0.60
Cl 0.22 -4.58 -2.59 0.53
Cl 1.76 -5.36 -4.92 0.54
H 2.36 -5.52 -2.66 0.01
C 0.76 2.40 10.02 -1.55
Cl 1.77 0.99 10.34 0.52
Cl 1.13 3.10 8.44 0.50
Cl -0.95 1.97 10.11 0.52
H 0.96 3.14 10.78 0.01
C 0.76 -8.93 -4.79 -1.57
Cl 0.80 -8.52 -3.07 0.52
Cl 2.23 -9.78 -5.27 0.53
Cl -0.67 -9.88 -5.17 0.53
H 0.71 -8.00 -5.35 -0.03
C 7.94 -2.47 -3.03 -1.54
Cl 6.27 -2.99 -2.81 0.57
Cl 8.95 -3.03 -1.69 0.53
Cl 8.58 -3.04 -4.57 0.53
H 7.96 -1.39 -3.03 0.01
C 3.12 3.22 -5.03 -1.56
Cl 3.37 1.81 -6.06 0.53
Cl 4.61 3.68 -4.21 0.51
Cl 2.48 4.57 -5.97 0.52
H 2.38 2.95 -4.28 -0.02
```

- Which of these has the lowest net charge?
  C17H26Cl30NS